## P
Formula: C2H4ClNO
Source: the OMol25 dataset
Level of theory: ωB97M-V with the def2-TZVPD basis set

Results
Lowest unoccupied orbital energy: 0.70 eV
Kohn-Sham gap: 10.88 eV
SMILES string: [H]/N=C(\Cl)CO
E_HOMO: -10.2 eV
Total charge: 0

Element x y z (Å)
H (-1.5613, -2.0141, -0.5230)
N (-0.6513, -1.6459, -0.2614)
C (-0.5681, -0.4263, -0.0701)
Cl (-1.8844, 0.6815, 0.1754)
C (0.9624, 0.2316, 0.1470)
O (0.9771, 1.5393, -0.4440)
H (1.5796, -0.6011, -0.1923)
H (0.9807, 0.3998, 1.1857)
H (0.1654, 1.8353, -0.0173)

How positive or negative is each atom? The Löwdin charges in e answer that: atom 1 (H): 0.059, atom 2 (N): 0.087, atom 3 (C): -0.753, atom 4 (Cl): 0.672, atom 5 (C): -0.184, atom 6 (O): -0.092, atom 7 (H): 0.113, atom 8 (H): 0.085, atom 9 (H): 0.014



## Q
Formula: C2H4ClNO
Source: the OMol25 dataset
Level of theory: ωB97M-V with the def2-TZVPD basis set

Results
Lowest unoccupied orbital energy: -0.04 eV
Kohn-Sham gap: 9.09 eV
E_HOMO: -9.1 eV
Total charge: 0

Element x y z (Å)
C (-2.5855, 0.7378, -0.6151)
C (1.0059, 0.1080, -0.3898)
N (-1.5365, 1.3176, -0.9501)
O (1.0941, -0.9070, 0.4764)
Cl (-2.8264, -0.5550, 0.5641)
H (2.0107, 0.5159, -0.4627)
H (-3.5709, 0.9109, -0.9637)
H (-0.5687, 1.1196, -0.7784)
H (0.2153, -1.4006, 0.5548)

How positive or negative is each atom? The Löwdin charges in e answer that: atom 1 (C): -0.681, atom 2 (C): 0.055, atom 3 (N): 0.064, atom 4 (O): -0.047, atom 5 (Cl): 0.509, atom 6 (H): 0.021, atom 7 (H): 0.029, atom 8 (H): -0.062, atom 9 (H): 0.112



P takes first place; second place is 2.590 eV up.



## P
Formula: C3H8NS
Source: the OMol25 dataset
Level of theory: ωB97M-V with the def2-TZVPD basis set

Results
Lowest unoccupied orbital energy: 4.20 eV
Kohn-Sham gap: 6.56 eV
E_HOMO: -2.4 eV
Total charge: -1

Element x y z (Å)
C (2.0728, 0.4452, 1.0862)
S (1.5209, -1.2499, 1.4865)
H (1.2454, 1.0194, 0.6661)
H (2.9031, 0.4816, 0.3841)
H (2.4159, 0.9769, 1.9797)
C (-1.9299, 0.1249, -0.0244)
C (-0.5027, -0.5838, -1.6797)
N (-1.6333, -0.0870, -1.4235)
H (-2.5071, 1.0506, 0.0965)
H (-2.5316, -0.6748, 0.4061)
H (-1.0370, 0.1756, 0.6154)
H (-0.2247, -0.8203, -2.7011)
H (0.2083, -0.8584, -0.8918)

How positive or negative is each atom? The Löwdin charges in e answer that: atom 1 (C): -0.745, atom 2 (S): -0.004, atom 3 (H): -0.035, atom 4 (H): -0.023, atom 5 (H): -0.024, atom 6 (C): -0.182, atom 7 (C): -0.093, atom 8 (N): -0.106, atom 9 (H): 0.059, atom 10 (H): 0.069, atom 11 (H): 0.033, atom 12 (H): 0.049, atom 13 (H): 0.002



## Q
Formula: C3H8NS
Source: the OMol25 dataset
Level of theory: ωB97M-V with the def2-TZVPD basis set

Results
Lowest unoccupied orbital energy: 3.99 eV
Kohn-Sham gap: 6.28 eV
SMILES string: CNCC[S-]
E_HOMO: -2.3 eV
Total charge: -1

Element x y z (Å)
C (-0.5718, -1.6042, 2.1134)
N (-0.7849, -0.9625, 0.7613)
C (-0.3777, 0.4735, 0.7571)
C (-0.4330, 1.1241, -0.6713)
S (1.0998, 0.5518, -1.6683)
H (0.4745, -1.8819, 2.1350)
H (-1.1680, -2.5738, 2.0887)
H (-0.7868, -0.8896, 2.8542)
H (-0.2603, -1.4666, 0.0367)
H (-1.1290, 1.0376, 1.5010)
H (0.4828, 0.6604, 1.3267)
H (-0.1550, 2.1158, -0.5416)
H (-1.2663, 0.9462, -1.2317)

How positive or negative is each atom? The Löwdin charges in e answer that: atom 1 (C): -0.143, atom 2 (N): -0.160, atom 3 (C): -0.373, atom 4 (C): -0.651, atom 5 (S): -0.035, atom 6 (H): 0.054, atom 7 (H): 0.079, atom 8 (H): 0.036, atom 9 (H): 0.061, atom 10 (H): 0.114, atom 11 (H): 0.052, atom 12 (H): -0.024, atom 13 (H): -0.012



P takes first place; second place is 0.251 eV up.



## P
Formula: C29H42BBr2Cl25F3N3O7P3S
Source: the OMol25 dataset
Level of theory: ωB97M-V with the def2-TZVPD basis set

Results
Lowest unoccupied orbital energy: 1.17 eV
Kohn-Sham gap: 5.59 eV
E_HOMO: -4.4 eV
Total charge: -1

Element x y z (Å)
C (1.2067, -5.1421, 2.0949)
C (0.5741, -3.7342, 2.6037)
C (1.5324, -2.3813, 2.3659)
C (2.9595, -2.9726, 2.9076)
C (4.0570, -1.9114, 3.4719)
C (5.5828, -2.5973, 3.5079)
F (6.0185, -3.0422, 2.1308)
Br (5.6787, -4.2449, 4.6572)
C (6.7472, -1.5404, 4.0088)
F (7.0442, -1.5938, 5.4584)
F (6.4793, -0.1231, 3.6708)
Br (8.4524, -2.0225, 2.9972)
O (0.8359, -1.4487, 3.3163)
P (0.1128, 0.0138, 2.5983)
C (-1.4230, -1.0293, 2.0037)
C (-2.8597, -0.2593, 2.0455)
C (-3.4852, 0.0982, 0.5349)
C (-4.3362, 1.4857, 0.6902)
C (-3.7837, 2.7577, -0.1791)
N (-3.7622, 2.5099, -1.6988)
C (-0.6755, 0.1619, 4.3291)
C (-1.0131, 1.6014, 4.9428)
O (-0.2675, 2.0431, 5.9974)
Cl (-2.4164, 2.7719, 4.5419)
P (1.9191, 0.9484, 3.5125)
O (3.0124, 1.3568, 2.4539)
P (-0.5985, 1.8619, 1.7050)
C (-0.2953, 1.9814, -0.1840)
C (0.1860, 3.4522, 2.3543)
O (0.8265, -0.3469, 1.0493)
C (1.4610, -1.6771, 0.8458)
C (0.8799, -2.7216, -0.2511)
C (0.7712, -2.2708, -1.8114)
C (-0.3798, -1.1038, -2.1175)
C (0.0138, -0.0634, -3.3099)
S (1.7371, 0.6421, -3.2658)
C (1.7913, 2.4778, -3.6150)
N (1.4068, 3.3098, -4.8176)
N (1.7575, 4.6095, -4.3881)
C (2.3497, 4.6015, -2.9960)
O (2.3756, 3.2318, -2.4610)
B (2.9216, -1.1946, 0.1742)
O (3.1871, 0.1760, -0.3288)
O (4.0580, -2.1661, -0.0088)
H (2.0868, -5.0854, 1.3340)
H (1.6397, -5.6961, 3.0599)
H (0.3613, -5.8800, 1.6882)
H (0.4621, -3.8066, 3.7897)
H (-0.4785, -3.6479, 2.1038)
H (2.6922, -3.6451, 3.8600)
H (3.5281, -3.6255, 2.0847)
H (4.1846, -0.9206, 2.8717)
H (3.8360, -1.6322, 4.6088)
H (-1.5015, -1.8930, 2.8250)
H (-1.2990, -1.4450, 0.9151)
H (-3.6421, -1.0630, 2.4644)
H (-2.9476, 0.6376, 2.7882)
H (-2.6831, 0.0811, -0.3119)
H (-4.2784, -0.7457, 0.2430)
H (-5.4493, 1.2740, 0.3139)
H (-4.4716, 1.8550, 1.8160)
H (-2.7637, 3.2166, 0.2171)
H (-4.5840, 3.6318, -0.0337)
H (-3.4235, 3.4442, -2.0795)
H (-3.0425, 1.7847, -1.9100)
H (0.1342, -0.3416, 5.0547)
H (-1.6357, -0.5279, 4.5020)
H (2.3939, 0.0027, 4.5328)
H (1.6350, 2.1403, 4.2678)
H (0.8218, 1.7185, -0.5130)
H (-1.1095, 1.4744, -0.8524)
H (-0.3855, 3.1490, -0.4288)
H (1.3407, 3.4767, 2.0517)
H (0.0413, 3.7077, 3.4817)
H (-0.2950, 4.3613, 1.7476)
H (1.6060, -3.6700, -0.2398)
H (-0.1955, -3.1764, 0.0041)
H (1.7773, -2.0950, -2.3831)
H (0.3135, -3.2342, -2.3600)
H (-0.6335, -0.6321, -1.0811)
H (-1.3841, -1.6450, -2.4727)
H (-0.7409, 0.8434, -3.3214)
H (-0.1525, -0.6250, -4.3501)
H (2.7523, 5.4495, -2.2979)
H (3.7031, 0.1666, -1.1878)
H (3.7095, -3.1046, -0.0581)
C (-1.4493, 6.0928, -6.1572)
Cl (-2.5470, 5.5975, -7.4703)
Cl (-0.2685, 4.7947, -5.8486)
Cl (-0.5880, 7.5786, -6.6317)
Cl (-2.3936, 6.4005, -4.6780)
C (3.3507, 6.8544, -7.9374)
Cl (2.8376, 5.5679, -6.8165)
Cl (1.9798, 7.9471, -8.2551)
Cl (4.6895, 7.7774, -7.2091)
Cl (3.8962, 6.1251, -9.4687)
C (-4.1493, -1.3425, -4.0311)
Cl (-5.8883, -1.3740, -4.4178)
Cl (-3.2048, -1.3380, -5.5420)
Cl (-3.7759, 0.1255, -3.0930)
Cl (-3.7280, -2.7835, -3.0717)
C (-3.3883, -2.8330, -9.2404)
Cl (-3.1608, -3.5747, -10.8445)
Cl (-2.0142, -1.7562, -8.8837)
Cl (-4.8999, -1.8899, -9.2311)
Cl (-3.4781, -4.1112, -8.0025)
C (-1.5883, 0.1953, 8.8048)
Cl (-2.1015, -1.0912, 9.9257)
Cl (-2.9593, 1.2880, 8.4871)
Cl (-0.2495, 1.1184, 9.5331)
Cl (-1.0428, -0.5340, 7.2735)
C (-3.6883, -5.1236, 0.9048)
Cl (-3.4035, -4.1708, -0.5736)
Cl (-3.5568, -4.0623, 2.3300)
Cl (-5.3190, -5.8389, 0.8455)
Cl (-2.4738, -6.4224, 1.0175)

Atom charges from the Löwdin analysis, given in e for atoms 1 to 99: atom 1 (C): -0.146, atom 2 (C): -0.182, atom 3 (C): -0.282, atom 4 (C): -0.126, atom 5 (C): -0.146, atom 6 (C): -0.640, atom 7 (F): -0.188, atom 8 (Br): 0.711, atom 9 (C): -0.616, atom 10 (F): -0.091, atom 11 (F): -0.050, atom 12 (Br): 0.708, atom 13 (O): -0.407, atom 14 (P): 0.331, atom 15 (C): -0.277, atom 16 (C): -0.280, atom 17 (C): -0.207, atom 18 (C): -0.202, atom 19 (C): -0.282, atom 20 (N): -0.100, atom 21 (C): -0.355, atom 22 (C): -0.659, atom 23 (O): -0.207, atom 24 (Cl): 0.536, atom 25 (P): 0.691, atom 26 (O): -0.532, atom 27 (P): 0.794, atom 28 (C): -0.317, atom 29 (C): -0.389, atom 30 (O): -0.388, atom 31 (C): -0.220, atom 32 (C): -0.124, atom 33 (C): -0.171, atom 34 (C): -0.220, atom 35 (C): -0.473, atom 36 (S): 0.894, atom 37 (C): -0.415, atom 38 (N): -0.111, atom 39 (N): -0.227, atom 40 (C): -0.007, atom 41 (O): -0.090, atom 42 (B): -0.395, atom 43 (O): 0.029, atom 44 (O): 0.029, atom 45 (H): 0.062, atom 46 (H): 0.087, atom 47 (H): 0.053, atom 48 (H): 0.137, atom 49 (H): 0.069, atom 50 (H): 0.123, atom 51 (H): 0.123, atom 52 (H): 0.116, atom 53 (H): 0.134, atom 54 (H): 0.068, atom 55 (H): 0.081, atom 56 (H): 0.084, atom 57 (H): 0.038, atom 58 (H): 0.059, atom 59 (H): 0.108, atom 60 (H): 0.112, atom 61 (H): 0.113, atom 62 (H): 0.083, atom 63 (H): 0.117, atom 64 (H): 0.081, atom 65 (H): -0.066, atom 66 (H): 0.062, atom 67 (H): 0.111, atom 68 (H): -0.006, atom 69 (H): -0.014, atom 70 (H): 0.054, atom 71 (H): 0.007, atom 72 (H): 0.055, atom 73 (H): 0.053, atom 74 (H): 0.018, atom 75 (H): 0.052, atom 76 (H): 0.123, atom 77 (H): 0.120, atom 78 (H): 0.107, atom 79 (H): 0.122, atom 80 (H): 0.077, atom 81 (H): 0.063, atom 82 (H): 0.080, atom 83 (H): 0.090, atom 84 (H): 0.150, atom 85 (H): 0.088, atom 86 (H): 0.086, atom 87 (C): -1.966, atom 88 (Cl): 0.499, atom 89 (Cl): 0.603, atom 90 (Cl): 0.473, atom 91 (Cl): 0.504, atom 92 (C): -1.991, atom 93 (Cl): 0.534, atom 94 (Cl): 0.473, atom 95 (Cl): 0.504, atom 96 (Cl): 0.502, atom 97 (C): -1.950, atom 98 (Cl): 0.529, atom 99 (Cl): 0.496



## Q
Formula: C29H42BBr2Cl25F3N3O7P3S
Source: the OMol25 dataset
Level of theory: ωB97M-V with the def2-TZVPD basis set

Results
Lowest unoccupied orbital energy: 1.29 eV
Kohn-Sham gap: 5.53 eV
E_HOMO: -4.2 eV
Total charge: -1

Element x y z (Å)
C (-3.5451, 1.8411, -3.7701)
C (-3.4555, 1.4994, -2.2576)
C (-3.1765, -0.0031, -1.8789)
C (-4.1540, -0.7662, -2.7966)
C (-4.5499, -2.1767, -2.3488)
C (-5.1349, -2.9860, -3.4962)
F (-4.2459, -3.0820, -4.5137)
Br (-6.7311, -2.1527, -4.2626)
C (-5.5021, -4.4392, -3.0436)
F (-6.7569, -4.5255, -2.6046)
F (-4.7035, -4.8472, -2.0657)
Br (-5.3015, -5.7328, -4.5172)
O (-3.5841, -0.0240, -0.5244)
P (-2.3283, -0.3306, 0.7052)
C (-1.7746, 1.5440, 0.6606)
C (-1.3031, 2.1763, 1.9974)
C (0.2171, 2.4869, 2.1800)
C (0.6267, 2.2866, 3.6641)
C (1.6476, 1.1966, 3.9376)
N (2.9651, 1.4490, 3.3074)
C (-3.7416, 0.1707, 1.9951)
C (-3.8116, -0.4021, 3.3824)
O (-4.6317, -1.1915, 3.7355)
Cl (-2.7200, 0.1832, 4.6993)
P (-3.2839, -2.4254, 0.7344)
O (-2.5221, -3.5024, 0.0095)
P (-0.7098, -0.9455, 2.1300)
C (0.8732, -1.2851, 1.2535)
C (-1.0206, -2.5586, 2.9710)
O (-1.2451, -0.6962, -0.5854)
C (-1.6399, -0.4197, -1.9228)
C (-0.8243, 0.6318, -2.6964)
C (0.6897, 0.4644, -2.8955)
C (1.5092, 0.5764, -1.5833)
C (2.7705, -0.2742, -1.5024)
S (2.5747, -1.9992, -2.0321)
C (3.3941, -2.9214, -0.7946)
N (4.6234, -2.9179, -0.3931)
N (4.6674, -3.9292, 0.5725)
C (3.5044, -4.4390, 0.6597)
O (2.6221, -3.8369, -0.1762)
B (-1.3025, -1.8234, -2.6575)
O (-0.5801, -2.8007, -2.0575)
O (-1.6768, -2.0781, -3.9756)
H (-3.1017, 1.1144, -4.4437)
H (-4.5961, 1.9119, -4.0575)
H (-3.1337, 2.8245, -3.9791)
H (-4.4294, 1.6976, -1.8208)
H (-2.7214, 2.1619, -1.8119)
H (-5.0765, -0.1896, -2.7971)
H (-3.7809, -0.8459, -3.8101)
H (-3.7372, -2.7805, -1.9354)
H (-5.3502, -2.1343, -1.6123)
H (-2.6926, 2.0643, 0.4047)
H (-0.9966, 1.7178, -0.0798)
H (-1.7593, 3.1770, 2.0218)
H (-1.6901, 1.6727, 2.8717)
H (0.8426, 1.9386, 1.4728)
H (0.3642, 3.5431, 1.9513)
H (1.0679, 3.2100, 4.0525)
H (-0.2433, 2.1031, 4.2901)
H (1.2451, 0.2038, 3.7392)
H (1.8651, 1.2131, 5.0111)
H (3.5293, 0.6546, 3.5870)
H (2.8715, 1.4038, 2.2991)
H (-4.6504, -0.1597, 1.4989)
H (-3.8675, 1.2505, 2.0913)
H (-4.6102, -2.2722, 0.2575)
H (-3.5158, -2.8700, 2.0606)
H (0.7615, -1.8855, 0.3506)
H (1.4668, -0.3896, 1.0901)
H (1.4510, -1.9074, 1.9489)
H (-1.0688, -3.3857, 2.2567)
H (-1.8858, -2.5725, 3.6260)
H (-0.1439, -2.7544, 3.5939)
H (-1.2596, 0.6788, -3.6959)
H (-0.9430, 1.6416, -2.2998)
H (1.0063, -0.3610, -3.5370)
H (0.9694, 1.3539, -3.4707)
H (0.8130, 0.4161, -0.7626)
H (1.8616, 1.6043, -1.4872)
H (3.1555, -0.2773, -0.4828)
H (3.5496, 0.1840, -2.1094)
H (3.1310, -5.2305, 1.2814)
H (0.0001, -3.2402, -2.6837)
H (-1.8394, -1.2651, -4.4599)
C (7.3091, -1.6365, 2.9165)
Cl (8.4381, -0.3038, 2.6011)
Cl (6.4350, -2.0399, 1.4478)
Cl (8.2332, -3.0342, 3.5018)
Cl (6.1575, -1.1369, 4.1673)
C (9.0025, -6.3018, 0.7092)
Cl (7.4947, -5.4939, 0.3153)
Cl (9.7857, -5.4463, 2.0427)
Cl (8.6683, -7.9701, 1.2015)
Cl (10.0786, -6.3121, -0.6973)
C (4.2704, 4.6082, 0.2585)
Cl (4.8661, 5.8650, 1.3517)
Cl (5.5970, 4.0947, -0.7925)
Cl (3.7088, 3.2418, 1.2208)
Cl (2.9509, 5.2853, -0.7088)
C (8.7976, 5.7451, -2.4705)
Cl (10.1371, 6.3312, -3.4651)
Cl (8.5866, 4.0090, -2.7336)
Cl (9.1569, 6.0404, -0.7664)
Cl (7.3180, 6.5978, -2.9166)
C (-7.8035, 0.8018, 4.2270)
Cl (-9.1326, 1.9599, 4.0303)
Cl (-6.8712, 1.2193, 5.6682)
Cl (-8.4671, -0.8249, 4.4065)
Cl (-6.7509, 0.8564, 2.8180)
C (-1.5138, 6.7219, -1.1994)
Cl (0.0607, 5.9167, -1.2067)
Cl (-2.6592, 5.7643, -0.2664)
Cl (-1.3428, 8.3234, -0.4672)
Cl (-2.0977, 6.9040, -2.8563)

Atom charges from the Löwdin analysis, given in e for atoms 1 to 99: atom 1 (C): -0.090, atom 2 (C): -0.165, atom 3 (C): -0.392, atom 4 (C): -0.125, atom 5 (C): -0.176, atom 6 (C): -0.798, atom 7 (F): -0.055, atom 8 (Br): 0.818, atom 9 (C): -0.922, atom 10 (F): 0.011, atom 11 (F): 0.070, atom 12 (Br): 0.775, atom 13 (O): -0.307, atom 14 (P): 0.489, atom 15 (C): -0.239, atom 16 (C): -0.278, atom 17 (C): -0.200, atom 18 (C): -0.200, atom 19 (C): -0.296, atom 20 (N): -0.039, atom 21 (C): -0.308, atom 22 (C): -0.874, atom 23 (O): -0.051, atom 24 (Cl): 0.617, atom 25 (P): 0.669, atom 26 (O): -0.486, atom 27 (P): 0.838, atom 28 (C): -0.307, atom 29 (C): -0.349, atom 30 (O): -0.327, atom 31 (C): -0.269, atom 32 (C): -0.118, atom 33 (C): -0.169, atom 34 (C): -0.235, atom 35 (C): -0.436, atom 36 (S): 1.028, atom 37 (C): -0.678, atom 38 (N): 0.006, atom 39 (N): -0.047, atom 40 (C): -0.164, atom 41 (O): 0.034, atom 42 (B): -0.645, atom 43 (O): 0.161, atom 44 (O): 0.156, atom 45 (H): 0.055, atom 46 (H): 0.071, atom 47 (H): 0.067, atom 48 (H): 0.115, atom 49 (H): 0.079, atom 50 (H): 0.104, atom 51 (H): 0.100, atom 52 (H): 0.097, atom 53 (H): 0.109, atom 54 (H): 0.058, atom 55 (H): 0.066, atom 56 (H): 0.093, atom 57 (H): 0.005, atom 58 (H): 0.071, atom 59 (H): 0.090, atom 60 (H): 0.103, atom 61 (H): 0.086, atom 62 (H): 0.059, atom 63 (H): 0.105, atom 64 (H): 0.042, atom 65 (H): -0.044, atom 66 (H): 0.033, atom 67 (H): 0.079, atom 68 (H): -0.017, atom 69 (H): -0.019, atom 70 (H): 0.024, atom 71 (H): 0.003, atom 72 (H): 0.036, atom 73 (H): 0.020, atom 74 (H): 0.004, atom 75 (H): 0.025, atom 76 (H): 0.105, atom 77 (H): 0.112, atom 78 (H): 0.095, atom 79 (H): 0.110, atom 80 (H): 0.071, atom 81 (H): 0.108, atom 82 (H): 0.071, atom 83 (H): 0.076, atom 84 (H): 0.139, atom 85 (H): 0.092, atom 86 (H): 0.086, atom 87 (C): -2.024, atom 88 (Cl): 0.505, atom 89 (Cl): 0.595, atom 90 (Cl): 0.483, atom 91 (Cl): 0.515, atom 92 (C): -2.054, atom 93 (Cl): 0.533, atom 94 (Cl): 0.488, atom 95 (Cl): 0.510, atom 96 (Cl): 0.514, atom 97 (C): -2.017, atom 98 (Cl): 0.525, atom 99 (Cl): 0.497



Q takes first place; second place is 15.636 eV up.